Record 1
Density functional theory data (the ωB97M-V functional and the def2-TZVPD basis) for a molecular structure, C48H48HfN4O2PSSb in a non-equilibrium geometry.

Structure (XYZ):
```
106
Properties=species:S:1:pos:R:3:forces:R:3
Hf -0.8801 -0.8924 -0.5898 0.2 1.2 -0.3
C -1.0171 0.9470 3.6627 0.0 0.0 0.0
C -0.5287 0.3725 2.3801 0.4 0.1 0.4
N -1.2516 0.3511 1.3282 -0.6 -0.2 0.0
N -2.4502 1.0429 1.4065 0.1 0.0 -0.3
C -3.4252 0.3915 0.8549 -0.2 0.1 0.1
N -4.6171 1.0111 0.7135 0.0 -0.2 0.0
S -3.2957 -1.2820 0.3351 0.8 0.0 -0.2
C 0.8449 -0.1226 2.1633 -0.2 0.0 0.2
C 1.7312 -0.3681 3.1981 0.1 -0.1 0.2
C 3.0279 -0.7409 2.8989 0.1 0.0 0.1
C 3.4161 -0.8088 1.5701 0.1 0.0 0.0
C 2.4672 -0.5757 0.5993 -0.1 0.0 -0.1
N 1.1954 -0.2716 0.8794 -0.1 -0.2 -0.4
H -1.9307 0.4303 3.9638 0.0 0.0 0.0
H -0.2800 0.8896 4.4589 0.0 0.0 0.0
H -1.2833 1.9946 3.5008 0.0 0.0 0.0
H -4.7511 1.8859 1.1991 0.0 0.0 0.0
H -5.4333 0.4509 0.5358 0.0 0.0 0.0
H 1.4097 -0.2748 4.2252 0.0 0.0 0.0
H 3.7327 -0.9641 3.6914 0.0 0.0 0.0
H 4.4326 -1.0525 1.2925 0.0 0.0 0.0
H 2.7205 -0.6402 -0.4532 0.0 -0.1 0.0
C -4.1067 -1.6870 -2.7630 0.0 -0.1 0.0
O -2.9968 -0.8245 -2.5268 0.0 -0.1 0.2
C -2.9424 0.2492 -3.4254 -0.1 -0.2 -0.3
C -1.9132 1.1663 -2.8735 0.2 0.3 0.0
O -0.6827 0.4580 -2.5865 -0.3 -0.6 0.7
C 0.1585 0.2453 -3.7329 0.1 0.0 0.0
H -5.0415 -1.1582 -2.5719 0.0 0.0 0.0
H -4.0252 -2.5340 -2.0911 0.0 0.0 0.0
H -4.0881 -2.0368 -3.7974 0.0 0.0 0.0
H -3.8928 0.7882 -3.4791 -0.1 0.0 0.0
H -2.6947 -0.1096 -4.4320 0.0 0.0 0.0
H -2.2478 1.5671 -1.9158 0.0 0.1 0.1
H -1.7190 2.0015 -3.5439 0.2 0.1 0.0
H 0.3172 1.2048 -4.2230 0.0 0.0 0.0
H -0.2915 -0.4684 -4.4187 0.0 0.0 0.0
H 1.1081 -0.1428 -3.3749 0.0 0.0 0.0
C 4.2056 -5.8942 1.3613 0.0 0.0 0.0
C 4.3573 -4.7635 0.5678 0.0 0.0 0.0
C 3.2698 -3.9346 0.3362 0.0 -0.1 0.0
C 2.0246 -4.2384 0.8910 0.3 0.4 -0.1
C 1.8741 -5.3709 1.6866 0.1 -0.1 0.0
C 2.9690 -6.1957 1.9172 0.0 0.0 0.0
P 0.6063 -3.2021 0.4428 -1.4 -0.4 0.2
C -0.6986 -3.6716 1.6353 0.2 -0.1 0.2
C -1.9453 -4.1450 1.2378 0.1 -0.2 0.1
C -2.9161 -4.4488 2.1881 0.0 0.0 -0.1
C -2.6468 -4.2876 3.5364 0.1 0.0 0.1
C -1.4024 -3.8101 3.9450 -0.1 0.0 0.0
C -0.4392 -3.4963 3.0014 -0.1 0.1 -0.1
C 0.0098 -3.7770 -1.1443 0.3 0.0 -0.5
C 0.2011 -5.0456 -1.6775 -0.2 -0.1 -0.1
C -0.2895 -5.3167 -2.9471 0.0 0.0 0.0
C -0.9513 -4.3199 -3.6656 0.1 -0.1 0.0
C -1.1102 -3.0543 -3.1296 0.1 0.1 -0.1
C -0.6126 -2.7269 -1.8552 -0.2 -0.2 0.4
H 5.0510 -6.5481 1.5384 0.0 0.0 0.0
H 5.3193 -4.5348 0.1251 -0.1 0.0 0.0
H 3.3864 -3.0616 -0.2956 0.0 -0.1 0.0
H 0.9120 -5.6173 2.1191 0.1 0.0 0.0
H 2.8489 -7.0830 2.5272 0.0 0.1 0.0
H -2.1528 -4.3164 0.1886 0.0 0.0 0.0
H -3.8848 -4.8149 1.8672 0.1 0.0 0.0
H -3.3948 -4.5521 4.2742 0.0 0.1 0.0
H -1.1858 -3.6959 5.0005 0.0 0.0 0.0
H 0.5360 -3.1437 3.3258 0.0 0.0 0.0
H 0.7221 -5.8107 -1.1115 0.0 0.0 0.0
H -0.1478 -6.2987 -3.3846 0.0 0.1 0.0
H -1.3369 -4.5370 -4.6560 0.1 0.0 0.1
H -1.6044 -2.3019 -3.7332 0.0 -0.1 0.1
C 4.9070 4.6410 -0.8381 -0.1 0.0 0.0
C 3.7781 5.3487 -1.2375 0.0 0.0 0.0
C 2.5218 4.7541 -1.1978 0.2 -0.1 0.1
C 2.3896 3.4307 -0.7757 0.1 -0.2 -0.1
C 3.5297 2.7213 -0.3890 -0.1 0.2 -0.2
C 4.7829 3.3253 -0.4147 -0.1 0.0 0.0
Sb 0.4556 2.5631 -0.4407 0.2 0.6 0.1
C 0.3189 3.5823 1.4382 0.0 0.0 0.1
C 1.1709 3.1326 2.4506 -0.1 0.1 0.0
C 1.1903 3.7548 3.6933 0.0 0.0 -0.1
C 0.3692 4.8501 3.9314 0.0 0.0 0.0
C -0.4460 5.3343 2.9149 0.0 -0.1 0.0
C -0.4784 4.7016 1.6736 0.1 -0.1 0.2
C -0.6774 3.8372 -1.7186 0.0 0.1 -0.1
C -1.9746 4.2359 -1.3892 0.0 0.0 -0.1
C -2.7286 4.9944 -2.2803 0.0 -0.1 0.0
C -2.2019 5.3419 -3.5200 0.0 0.0 0.0
C -0.9232 4.9222 -3.8723 0.0 -0.1 0.0
C -0.1679 4.1662 -2.9789 -0.2 0.1 0.1
H 5.8794 5.1193 -0.8470 -0.1 0.0 0.0
H 3.8734 6.3748 -1.5741 0.0 -0.1 0.0
H 1.6552 5.3367 -1.4844 0.0 0.0 0.0
H 3.4516 1.6936 -0.0585 0.0 0.0 0.0
H 5.6604 2.7688 -0.1031 -0.1 0.0 0.0
H 1.8562 2.3096 2.2665 0.0 0.0 0.0
H 1.8526 3.3921 4.4718 0.0 0.0 0.0
H 0.3838 5.3426 4.8981 0.0 0.0 -0.1
H -1.0578 6.2139 3.0850 0.0 -0.1 0.0
H -1.1059 5.1096 0.8939 0.0 0.0 0.0
H -2.4141 3.9423 -0.4406 0.0 0.0 0.0
H -3.7293 5.3146 -2.0082 0.1 0.0 0.0
H -2.7862 5.9397 -4.2113 0.1 -0.1 0.1
H -0.5128 5.1833 -4.8422 0.0 0.0 0.1
H 0.8277 3.8437 -3.2666 0.0 0.1 0.0
```
Positions in Å, forces in eV/Å.

Computed properties:
charge: +2
relative energy (zero: lowest compared OMol25 entry of this formula, charge and spin): 71.1 kcal/mol
Kohn-Sham gap: 0.2539 Ha
HOMO level: -12.889 eV

***

Record 2
Density functional theory data (the ωB97M-V functional and the def2-TZVPD basis) for a molecular structure, C48H48InN4O4P.

Structure (XYZ):
```
106
Properties=species:S:1:pos:R:3:forces:R:3
In 0.7255 0.3745 -0.1718 0.0 0.3 0.1
C -5.1095 -0.1108 9.1401 0.0 0.0 0.0
O -4.9860 1.0986 8.4144 0.0 0.0 0.0
C -3.7358 1.4834 8.0504 0.0 0.0 0.1
C -3.6567 2.5916 7.2102 0.0 0.0 -0.1
C -2.4303 3.0334 6.7565 0.0 0.0 -0.1
C -1.2593 2.3979 7.1658 0.0 -0.2 0.0
C -1.3354 1.3441 8.0606 0.0 0.0 -0.1
C -2.5676 0.8601 8.4810 0.0 0.0 0.0
N 0.0103 3.0047 6.8981 -0.3 0.3 0.0
N 0.3735 3.3093 5.7629 0.6 -0.5 0.0
C -0.1427 2.7935 4.5172 -0.4 0.3 -0.2
C -0.5440 3.7684 3.5876 -0.1 0.0 0.2
C -0.7884 3.4702 2.2697 0.0 0.0 -0.1
C -0.4426 2.2037 1.7651 -0.1 0.0 -0.1
O -0.5598 1.8988 0.4889 0.2 0.1 0.0
C 0.0790 1.2831 2.6847 0.0 -0.1 0.0
N 0.7926 0.2099 2.0918 -0.1 0.1 0.0
C 1.2999 -0.7268 2.7831 0.0 0.0 0.0
C 0.9497 -0.9300 4.2040 0.0 0.1 0.1
C 0.3491 0.3054 4.9527 -0.1 0.0 0.0
C 0.0824 1.4937 4.0727 0.2 -0.1 0.0
H -6.1747 -0.2831 9.2632 0.0 0.0 0.0
H -4.6440 -0.0374 10.1260 0.0 0.0 0.0
H -4.6670 -0.9458 8.5906 0.0 0.0 0.0
H -4.5727 3.0838 6.9101 0.0 0.0 0.0
H -2.3680 3.8945 6.1032 0.0 0.0 0.0
H -0.4205 0.8927 8.4255 0.0 0.0 0.0
H -2.6020 0.0197 9.1592 0.0 0.0 0.0
H -0.6843 4.7815 3.9479 0.0 0.0 0.0
H -1.1695 4.2150 1.5832 0.0 0.0 0.0
H 1.9487 -1.4351 2.2766 -0.1 0.0 0.0
H 1.7651 -1.4144 4.7382 0.0 0.0 0.0
H 0.9148 0.5897 5.8394 0.0 0.0 0.0
O 0.2326 -1.8394 0.2079 -0.1 0.1 0.0
C -0.8632 -1.6081 -0.3795 0.0 0.0 -0.1
O -0.9359 -0.6516 -1.2171 0.0 0.0 0.3
C -2.1095 -2.3176 0.0733 0.2 0.1 0.1
P -3.0377 -1.0900 1.1477 -0.1 -0.1 -0.1
C -2.2834 -1.2726 2.7939 0.1 0.3 0.0
C -1.1644 -1.9323 3.0961 0.0 -0.1 0.0
C -0.4075 -1.7121 4.3798 0.0 -0.1 0.0
C -0.9319 -0.5686 5.2846 0.0 0.1 -0.2
C -2.2798 -0.0301 4.9181 0.1 0.0 0.1
C -2.8900 -0.3522 3.7850 0.0 -0.1 0.0
C -4.6250 -1.9818 1.3528 0.0 -0.1 -0.1
C -5.6191 -1.7231 0.4069 0.0 0.0 0.1
C -6.8450 -2.3676 0.4782 0.0 0.0 0.0
C -7.0953 -3.2678 1.5061 0.0 0.0 0.0
C -6.1155 -3.5272 2.4531 0.0 0.0 0.0
C -4.8852 -2.8880 2.3770 0.0 0.0 0.0
H -1.8524 -3.2210 0.6223 -0.1 -0.1 -0.1
H -2.7729 -2.5384 -0.7605 0.0 0.0 0.0
H -0.7064 -2.6094 2.3829 0.0 0.1 0.0
H -0.2493 -2.6629 4.8917 0.0 0.0 0.0
H -0.9385 -0.8397 6.3390 0.1 -0.1 0.0
H -2.7553 0.6440 5.6141 0.0 0.1 0.1
H -3.8655 0.0652 3.5564 0.0 0.0 0.0
H -5.4255 -1.0079 -0.3853 0.0 0.0 0.0
H -7.6095 -2.1594 -0.2592 0.0 0.0 0.0
H -8.0574 -3.7595 1.5727 0.0 0.0 0.0
H -6.3070 -4.2335 3.2514 0.0 0.0 0.0
H -4.1214 -3.0908 3.1193 0.0 0.0 0.0
C 7.4547 0.7643 -0.5620 0.0 0.0 0.0
C 6.0803 0.1874 -0.3348 0.0 0.0 0.0
C 5.9243 -1.0720 0.2219 0.0 -0.1 0.0
C 4.6453 -1.5954 0.4032 0.0 0.0 0.0
C 4.4552 -2.9696 0.9935 0.0 0.1 0.0
C 3.5510 -0.8466 0.0132 -0.1 0.1 -0.1
C 3.6612 0.4415 -0.5489 0.1 0.1 0.1
C 4.9637 0.9339 -0.7025 0.0 0.0 0.0
N 2.5063 1.1597 -0.8561 -0.1 -0.4 -0.3
C 2.4614 2.1916 -1.9120 0.1 0.0 0.0
C 0.9891 2.4174 -2.2934 0.0 -0.1 0.0
C 0.8401 3.4780 -3.3877 0.0 0.0 0.0
C 1.6061 3.0414 -4.6377 0.0 0.0 0.0
C 3.0783 2.8375 -4.2744 0.0 0.0 0.0
C 3.6650 4.1527 -3.7488 0.0 0.0 0.0
C 2.8843 4.6105 -2.5116 0.0 0.0 0.0
C 1.4103 4.8045 -2.8769 0.0 0.0 0.0
C 2.9977 3.5481 -1.4123 0.0 0.0 0.0
C 3.1940 1.7573 -3.1936 0.0 0.0 0.0
H 8.2200 0.1725 -0.0608 0.0 0.0 0.0
H 7.5164 1.7890 -0.1923 0.0 0.0 0.0
H 7.6915 0.7858 -1.6281 0.0 0.0 0.0
H 6.7942 -1.6570 0.5009 0.0 0.0 0.0
H 4.9988 -3.7192 0.4160 0.0 0.0 0.0
H 3.4020 -3.2542 1.0048 0.0 0.0 0.0
H 4.8350 -3.0090 2.0169 0.0 0.0 0.0
H 2.5734 -1.3172 0.0996 0.0 0.0 0.0
H 5.1343 1.9240 -1.0954 0.0 0.0 0.0
H 0.4289 2.7379 -1.4094 0.0 0.0 0.0
H 0.5606 1.4675 -2.6496 0.0 0.0 0.0
H -0.2195 3.5985 -3.6251 0.0 0.0 0.0
H 1.5098 3.8008 -5.4198 0.0 0.0 0.0
H 1.1865 2.1096 -5.0301 0.0 0.0 0.0
H 3.6348 2.5169 -5.1592 0.0 0.0 0.0
H 3.6128 4.9208 -4.5270 0.0 0.0 0.0
H 4.7216 4.0155 -3.4955 0.0 0.0 0.0
H 3.2993 5.5528 -2.1442 0.0 0.0 0.0
H 1.3075 5.5766 -3.6457 0.0 0.0 0.0
H 0.8497 5.1384 -1.9981 0.0 0.0 0.0
H 2.4103 3.8411 -0.5360 0.0 0.0 0.0
H 4.0335 3.4638 -1.0853 0.0 0.0 0.0
H 4.2453 1.5534 -2.9934 0.0 0.0 0.0
H 2.7470 0.8202 -3.5428 0.0 0.0 0.0
```
Positions in Å, forces in eV/Å.

Computed properties:
relative energy (zero: lowest compared OMol25 entry of this formula, charge and spin): 45.3 kcal/mol
Kohn-Sham gap: 0.2726 Ha
HOMO level: -7.331 eV